[1]
Formula: C3H3FGaO4
Source: OMol25
Level of theory: the ωB97M-V functional and the def2-TZVPD basis

XYZ file:
```
12
Properties=species:S:1:pos:R:3:nbo_charge:R:1
C 0.28 1.02 2.11 0.497
C 0.13 -0.31 1.46 -0.370
O 0.26 -0.25 0.12 0.398
O 0.20 1.26 3.34 0.157
H 0.36 1.96 1.54 0.335
H -0.85 -0.75 1.76 0.448
H 0.87 -1.01 1.90 0.456
F -0.05 0.10 4.07 0.071
C -0.94 -0.49 -2.40 0.886
O -0.49 -0.69 -3.45 -0.245
Ga -0.22 -0.37 -6.04 1.778
O 0.45 -0.47 -4.41 -0.413
```

F_max = 4.33 eV/Å
Multiplicity = 2
HOMO-LUMO gap (spin up / spin down) = 10.05 / 5.51 eV
ΔE to the lowest compared entry with this formula, charge and spin = 0.000 eV
Net charge = +4
Highest occupied orbital energy (spin up / spin down) = -1.1179 / -1.0286 hartree
<S²> = 1.763



[2]
Formula: AgH10O5
Source: OMol25
Level of theory: the ωB97M-V functional and the def2-TZVPD basis

XYZ file:
```
16
Properties=species:S:1:pos:R:3:nbo_charge:R:1
Ag -0.34 0.10 -0.21 0.919
O 2.01 0.56 0.21 -0.960
H 2.95 0.46 -0.04 0.499
H 1.89 1.48 0.17 0.471
O -0.13 -1.51 -1.80 -0.951
H -0.58 -2.22 -1.37 0.483
H 0.68 -1.93 -1.96 0.490
O -0.23 2.11 -1.24 -0.969
H 0.11 2.39 -2.08 0.504
H 0.19 2.72 -0.62 0.486
O -2.16 -1.24 0.33 -0.990
H -2.31 -1.81 1.12 0.508
H -2.73 -1.61 -0.37 0.501
O -0.06 0.36 2.35 -0.960
H 0.35 0.67 3.17 0.495
H 0.36 -0.52 2.35 0.474
```

F_max = 2.11 eV/Å
Multiplicity = 1
HOMO-LUMO gap = 10.18 eV
ΔE to the lowest compared entry with this formula, charge and spin = 0.388 eV
Net charge = +1
Highest occupied orbital energy = -0.5034 hartree



[3]
Formula: C5H6O
Source: OMol25
Level of theory: the ωB97M-V functional and the def2-TZVPD basis

XYZ file:
```
12
Properties=species:S:1:pos:R:3:nbo_charge:R:1
C -2.18 -0.29 -1.84 -0.267
C -1.08 -0.32 -1.33 0.001
C 0.06 0.24 -0.63 -0.498
C 0.31 -0.28 0.80 -0.506
C 1.50 0.32 1.51 0.446
O 2.29 1.09 1.01 -0.518
H -2.99 -0.71 -2.36 0.232
H -0.46 1.21 -0.77 0.277
H 1.00 0.25 -1.20 0.250
H -0.58 -0.13 1.43 0.237
H 0.48 -1.37 0.82 0.237
H 1.64 -0.01 2.56 0.109
```

F_max = 2.17 eV/Å
Multiplicity = 1
HOMO-LUMO gap = 10.71 eV
SMILES = C#CCCC=O
ΔE to the lowest compared entry with this formula, charge and spin = 2.565 eV
Net charge = 0
Highest occupied orbital energy = -0.3640 hartree



[4]
Formula: C7H21LiO7
Source: OMol25
Level of theory: the ωB97M-V functional and the def2-TZVPD basis

XYZ file:
```
36
Properties=species:S:1:pos:R:3:nbo_charge:R:1
Li -0.66 9.20 -13.25 0.903
C 1.99 10.06 -13.31 -0.365
O 0.73 10.56 -13.82 -0.293
H 2.73 10.23 -14.10 0.248
H 2.46 10.61 -12.49 0.253
H 2.03 9.01 -13.03 0.185
C -0.67 7.14 -10.94 -0.116
C 0.47 6.08 -11.18 -0.098
O 1.47 6.18 -10.10 -0.685
O -0.33 8.45 -11.35 -0.778
H -0.85 7.02 -9.87 0.207
H -1.50 6.80 -11.55 0.170
H 0.80 6.23 -12.21 0.168
H -0.05 5.13 -11.07 0.198
H 1.73 7.10 -10.21 0.453
H -0.26 8.90 -10.50 0.503
C -2.10 6.05 -15.75 -0.097
C -0.88 6.25 -14.78 -0.095
O -0.46 7.59 -14.66 -0.753
O -3.20 6.97 -15.49 -0.751
H -2.51 5.04 -15.66 0.203
H -1.76 6.29 -16.75 0.187
H -0.06 5.58 -15.03 0.198
H -1.31 5.88 -13.84 0.163
H -0.83 8.02 -15.44 0.489
H -3.92 6.47 -15.10 0.489
C -3.35 8.83 -12.35 -0.107
C -4.75 9.45 -12.53 -0.100
O -5.58 8.60 -13.26 -0.718
O -2.66 9.06 -13.53 -0.783
H -3.49 7.78 -12.12 0.157
H -2.90 9.18 -11.42 0.194
H -4.78 10.38 -13.09 0.203
H -5.34 9.66 -11.64 0.179
H -5.61 7.71 -12.88 0.461
H -3.05 8.53 -14.23 0.524
```

F_max = 3.16 eV/Å
Multiplicity = 2
HOMO-LUMO gap (spin up / spin down) = 10.45 / 7.20 eV
ΔE to the lowest compared entry with this formula, charge and spin = 0.192 eV
Net charge = +1
Highest occupied orbital energy (spin up / spin down) = -0.4834 / -0.4834 hartree
<S²> = 0.754



[5]
Formula: CH3Br3P
Source: OMol25
Level of theory: the ωB97M-V functional and the def2-TZVPD basis

XYZ file:
```
8
Properties=species:S:1:pos:R:3:nbo_charge:R:1
C -0.71 -0.63 -1.13 -0.412
P 0.43 0.49 0.70 0.640
Br -0.62 0.43 2.67 0.022
Br 2.37 -0.58 1.03 -0.009
Br 0.99 2.53 0.15 0.027
H 0.13 -0.92 -1.65 0.222
H -1.50 0.17 -1.32 0.264
H -1.09 -1.50 -0.45 0.245
```

F_max = 5.99 eV/Å
Multiplicity = 1
HOMO-LUMO gap = 8.68 eV
ΔE to the lowest compared entry with this formula, charge and spin = 1.714 eV
Net charge = +1
Highest occupied orbital energy = -0.5577 hartree



[6]
Formula: C23H15AsO6Ru
Source: OMol25
Level of theory: the ωB97M-V functional and the def2-TZVPD basis

XYZ file:
```
46
Properties=species:S:1:pos:R:3:nbo_charge:R:1
O 0.28 -0.04 -7.79 -0.412
C 0.34 -0.03 -6.65 0.442
Ru 0.26 0.06 -2.90 0.277
O 2.16 -2.51 -3.43 -0.311
C 1.47 -1.58 -3.22 0.592
C -0.83 1.55 -3.28 0.590
O -1.49 2.47 -3.61 -0.297
C -1.27 -1.19 -3.29 0.593
O -2.18 -1.90 -3.54 -0.315
C 1.86 1.15 -3.08 0.593
O 2.79 1.85 -3.28 -0.331
O 0.16 -0.20 -1.12 -0.980
As 0.01 -0.02 0.59 1.703
C -1.81 0.57 0.73 -0.426
C -2.27 0.91 2.04 -0.156
C -3.59 1.33 2.16 -0.198
C -4.43 1.41 1.06 -0.132
C -3.96 1.04 -0.21 -0.171
C -2.64 0.61 -0.36 -0.211
C 0.25 -1.89 1.03 -0.172
C 1.50 -2.51 0.81 -0.321
C 1.71 -3.79 1.29 0.002
C 0.69 -4.45 2.04 0.006
C -0.52 -3.80 2.27 -0.216
C -0.75 -2.52 1.82 -0.085
C 1.35 1.34 0.93 -0.160
C 2.71 1.07 0.67 -0.265
C 3.68 1.96 1.13 -0.058
C 3.29 3.10 1.87 0.021
C 1.93 3.35 2.13 -0.169
C 0.96 2.48 1.69 -0.197
H -1.62 0.84 2.91 0.225
H -3.97 1.62 3.16 0.262
H -5.44 1.75 1.16 0.259
H -4.58 1.08 -1.09 0.251
H -2.27 0.30 -1.35 0.193
H 2.31 -1.96 0.33 0.233
H 2.65 -4.29 1.11 0.262
H 0.86 -5.47 2.37 0.268
H -1.31 -4.34 2.84 0.280
H -1.65 -1.99 2.09 0.248
H 3.00 0.15 0.18 0.221
H 4.72 1.77 0.93 0.263
H 4.06 3.81 2.20 0.265
H 1.65 4.26 2.69 0.278
H -0.08 2.62 1.96 0.257
```

F_max = 8.03 eV/Å
Multiplicity = 6
HOMO-LUMO gap (spin up / spin down) = 5.21 / 4.66 eV
ΔE to the lowest compared entry with this formula, charge and spin = 1.091 eV
Net charge = +3
Highest occupied orbital energy (spin up / spin down) = -0.5447 / -0.6607 hartree
<S²> = 8.797